Entry 1:
Formula: C3H8N2OS
Source: the Open Molecules 2025 dataset
Level of theory: the ωB97M-V functional and the def2-TZVPD basis

```
! wB97M-V def2-TZVPD RIJCOSX def2/J DEFGRID3
* xyz 0 1
H -0.35196 3.21855 0.92027
H 1.36856 3.23274 0.35878
H 0.30067 4.46828 -0.27321
H 1.04607 -2.68002 -0.40815
N -1.56790 -1.37725 -0.85063
N -0.37978 0.06066 0.48481
H -1.60726 -2.36128 -1.01729
C 0.39467 3.37788 0.09418
O -1.11768 1.14309 -0.09191
S -0.14615 2.05184 -1.05958
H 1.30066 -1.74484 0.90904
H -2.15892 -0.59068 -1.14047
C -0.51264 -1.07546 -0.04221
H -0.20008 -2.91713 0.90139
C 0.45161 -2.22174 0.35329
*
```

The calculation puts the highest occupied orbital energy at -8.5 eV. The value obtained for the LUMO energy is 0.9 eV. The value obtained for the gap between HOMO and LUMO is 9.4 eV.

Entry 2:
Formula: C3H8N2OS
Source: the Open Molecules 2025 dataset
Level of theory: the ωB97M-V functional and the def2-TZVPD basis

```
! wB97M-V def2-TZVPD RIJCOSX def2/J DEFGRID3
* xyz 0 3
C 0.75738 0.28163 -0.37613
C -1.57600 0.71831 -0.72053
N 0.81657 -2.11510 0.52119
H 1.51332 -2.45783 -0.12847
H 1.76892 -0.50614 1.37526
C 0.83842 -0.75072 0.85699
H -0.01253 -0.55252 1.51069
H 1.64885 0.10769 -0.98616
O -0.24704 -4.33693 0.01750
H -1.68363 0.76319 0.37512
S -0.51014 -3.10553 0.74847
H -2.39538 0.13414 -1.14338
H -1.67401 1.74521 -1.10010
N -0.35782 0.16056 -1.18205
H 0.83138 1.25684 0.14008
*
```

The calculation puts the highest occupied orbital energy (alpha / beta) at -7.5 / -9.5 eV. The value obtained for the LUMO energy (alpha / beta) is 0.9 / -0.6 eV. The value obtained for the gap between HOMO and LUMO (alpha / beta) is 8.4 / 8.9 eV. Its expectation value of S² is 2.008.

Entry 3:
Formula: C3H8N2OS
Source: the Open Molecules 2025 dataset
Level of theory: the ωB97M-V functional and the def2-TZVPD basis

```
! wB97M-V def2-TZVPD RIJCOSX def2/J DEFGRID3
* xyz 1 2
S -2.73219 0.91064 0.00906
C -0.60039 -0.70294 0.50124
H -1.42068 -0.63882 -1.47944
O 2.81332 -0.40033 -0.42603
H -0.48180 -0.04433 1.32817
H -0.45742 0.90283 -1.07094
H 0.95008 -1.88284 -0.56836
H -1.46877 -1.40724 0.76341
H 1.73672 0.25630 1.29945
H -3.24345 1.43373 -1.04851
H 2.27463 1.66917 0.40179
N 1.31039 1.23917 0.53935
C 1.71626 -0.13971 0.15525
N 0.76956 -1.33045 0.30381
C -1.16627 0.13482 -0.70825
*
```

The calculation puts the highest occupied orbital energy (alpha / beta) at -13.8 / -13.8 eV. The value obtained for the LUMO energy (alpha / beta) is -4.4 / -9.6 eV. The value obtained for the gap between HOMO and LUMO (alpha / beta) is 9.4 / 4.2 eV. Its expectation value of S² is 0.753.

Entry 4:
Formula: C3H8N2OS
Source: the Open Molecules 2025 dataset
Level of theory: the ωB97M-V functional and the def2-TZVPD basis

```
! wB97M-V def2-TZVPD RIJCOSX def2/J DEFGRID3
* xyz 1 2
H 1.60376 -0.49158 2.76233
N 0.98206 1.39887 -1.04641
C 0.36327 0.35478 0.97493
H 0.95974 1.16558 1.41901
H -0.65250 0.79667 1.30301
H -1.22490 -2.10044 0.01329
N -1.63984 -1.33466 -0.48943
O -1.99193 0.65186 -1.08895
H 1.94626 1.40035 -0.69054
C -1.09067 -0.05307 -0.71797
C 0.30227 0.22494 -0.53871
H 0.98168 -0.86669 -0.82160
S 0.83463 -1.18115 1.79118
H 1.11342 1.66670 -2.04519
H -2.48725 -1.63215 -0.82495
*
```

The calculation puts the highest occupied orbital energy (alpha / beta) at -13.8 / -13.7 eV. The value obtained for the LUMO energy (alpha / beta) is -4.8 / -9.5 eV. The value obtained for the gap between HOMO and LUMO (alpha / beta) is 9.0 / 4.2 eV. Its expectation value of S² is 0.754.

Entry 5:
Formula: C3H8N2S
Source: the Open Molecules 2025 dataset
Level of theory: the ωB97M-V functional and the def2-TZVPD basis

```
! wB97M-V def2-TZVPD RIJCOSX def2/J DEFGRID3
* xyz 0 1
H -0.71253 1.33529 1.32377
H 1.20722 2.72496 0.88216
C -0.56128 1.70993 0.32957
C -0.44990 -0.95027 -0.19812
S -1.14197 0.49444 -0.89368
C 0.91578 2.01257 0.14217
H 0.02652 -0.90722 0.77940
H 1.09318 2.39732 -0.89353
H 0.42703 -3.75164 -0.93424
H -1.13507 2.65013 0.18760
H -0.67929 -3.71826 0.10912
H 1.51269 1.17460 0.27421
N -0.53403 -2.05235 -0.87226
N 0.03166 -3.11951 -0.23617
*
```

The calculation puts the highest occupied orbital energy at -8.5 eV. The value obtained for the LUMO energy is 1.0 eV. The value obtained for the gap between HOMO and LUMO is 9.4 eV.

Entry 6:
Formula: C3H8N2S
Source: the Open Molecules 2025 dataset
Level of theory: the ωB97M-V functional and the def2-TZVPD basis

```
! wB97M-V def2-TZVPD RIJCOSX def2/J DEFGRID3
* xyz 0 1
H 1.80535 1.12674 0.57004
H -0.40821 -1.75266 0.75019
H -1.96526 -1.05396 0.83544
H -0.66345 1.22300 0.11361
N 1.59497 0.45029 -1.28758
C 0.36386 -0.04950 -1.39528
N 2.16692 1.17618 -0.39675
H -1.43684 -0.67192 3.14594
H 0.10389 -0.46880 -2.33578
C -0.70749 0.22279 -0.34625
H -1.81675 0.31085 -0.83147
H 2.30238 0.42099 -2.14662
C -0.87823 -0.79668 0.85334
S -0.46114 -0.13733 2.47117
*
```

The calculation puts the highest occupied orbital energy at -7.8 eV. The value obtained for the LUMO energy is 0.7 eV. The value obtained for the gap between HOMO and LUMO is 8.5 eV.

Entry 7:
Formula: C3H8N2S
Source: the Open Molecules 2025 dataset
Level of theory: the ωB97M-V functional and the def2-TZVPD basis

```
! wB97M-V def2-TZVPD RIJCOSX def2/J DEFGRID3
* xyz 0 1
H 2.45839 -1.75179 0.42767
H 0.47790 0.77485 -0.52470
C -0.07044 0.18197 0.19965
H -2.92924 2.79740 -1.71204
H 0.53449 -1.69259 -0.25777
S -1.86281 2.35976 -0.96314
C 1.92748 -0.90866 0.91179
H 2.35570 -0.01090 0.44393
H -1.88969 -1.11214 -0.49801
N -2.13452 0.70901 -1.13631
N 0.54731 -1.08043 0.55868
H 2.19435 -1.03780 1.94978
H -0.18971 0.86530 1.05491
C -1.41920 -0.09399 -0.45444
*
```

The calculation puts the highest occupied orbital energy at -8.9 eV. The value obtained for the LUMO energy is 0.9 eV. The value obtained for the gap between HOMO and LUMO is 9.8 eV.

Entry 8:
Formula: C3H8N2S
Source: the Open Molecules 2025 dataset
Level of theory: the ωB97M-V functional and the def2-TZVPD basis

```
! wB97M-V def2-TZVPD RIJCOSX def2/J DEFGRID3
* xyz 0 1
C -1.70137 -1.37477 -0.16942
H -1.41683 2.66839 0.01339
C -0.96288 1.75679 -0.40312
H -2.20825 -1.55944 0.76376
N -0.57417 -0.51152 0.14988
N -0.89603 0.73868 0.62605
H -2.55588 -0.95774 -0.76720
H -1.56502 1.34253 -1.17574
H -1.25400 -2.23580 -0.65159
H 0.78158 -1.85919 -0.50492
H -1.73709 0.79232 1.29265
C 0.66924 -0.86227 -0.06665
S 2.01293 0.06678 0.01472
H 0.01008 2.03184 -0.80230
*
```

The calculation puts the highest occupied orbital energy at -8.0 eV. The value obtained for the LUMO energy is 0.7 eV. The value obtained for the gap between HOMO and LUMO is 8.7 eV.

Quick rundown of energy above the lowest of the compared OMol25 structures with the same formula, charge and spin, same order as above: 86.0 0.0 109.3 65.3 49.7 89.2 51.6 56.5 kcal/mol
Quick rundown of E_tot, same order as above: -19100.775 -19100.304 -19090.428 -19092.334 -17054.575 -17052.860 -17054.491 -17054.279 eV